1.
Here is a cluster of 7 separate species, C15H44O7 in total at a distorted geometry from OMol25. Energies are from ωB97M-V with the def2-TZVPD basis set.

Computed properties:
SMILES   CC(C)O.CC(C)O.CC(C)O.CC(C)O.CO.CO.CO
E   -30593.875 eV

Structure (ORCA input):
```
! RIJCOSX wB97M-V def2-TZVPD def2/J DEFGRID3
* xyz 0 1
C -1.1687 3.8790 1.7532
C 0.0898 4.8058 1.5033
C 0.3431 4.8229 0.0366
O -0.0022 5.8816 2.0449
H -1.4284 3.7884 2.7976
H -0.9634 2.8878 1.3685
H -2.0040 4.3907 1.2621
H 0.9372 4.3671 1.9922
H -0.4858 5.2231 -0.5482
H 0.5818 3.8618 -0.4843
H 1.1572 5.5203 -0.1915
H 0.9279 6.1754 2.2239
C -2.2569 -3.1666 0.7305
C -2.7472 -4.1917 -0.2972
C -1.5336 -4.8002 -1.0163
O -3.3675 -5.0996 0.2341
H -2.2811 -3.4750 1.7572
H -2.8896 -2.2524 0.6509
H -1.2692 -2.8037 0.5946
H -3.3813 -3.6493 -0.9851
H -1.0161 -5.4906 -0.4016
H -0.9044 -4.0292 -1.4166
H -2.0181 -5.3690 -1.8384
H -3.2622 -5.8990 -0.2738
C 1.7536 -0.1801 1.7716
C 1.7153 1.3171 1.5936
C 2.9793 1.9411 2.0590
O 1.4185 1.7673 0.4833
H 2.5836 -0.5143 1.0878
H 0.7836 -0.6519 1.4218
H 1.9391 -0.5797 2.6828
H 0.9060 1.7356 2.2290
H 3.7501 1.6123 1.3148
H 3.2636 1.6902 3.0528
H 2.9181 3.0204 2.0104
H 0.5092 1.4267 0.3120
C 1.6224 -2.2782 -0.8528
C 1.6896 -2.9125 -2.1522
C 0.7649 -2.2490 -3.1252
O 2.8212 -3.0396 -2.6501
H 1.5755 -1.1703 -0.9581
H 2.4829 -2.5401 -0.2203
H 0.6869 -2.6299 -0.4042
H 1.3567 -3.9576 -2.0376
H 0.6995 -2.8646 -4.0623
H 1.0742 -1.2518 -3.4031
H -0.1835 -2.2790 -2.5622
H 3.4980 -2.5035 -2.2069
C -1.0441 -0.0634 -0.8294
O -1.0951 0.4720 0.4154
H -0.0592 0.1687 -1.2687
H -1.7609 0.4378 -1.5087
H -1.2998 -1.1160 -0.7313
H -1.9203 0.2236 0.8742
C 2.8017 1.2954 -2.5928
O 3.2645 0.9497 -1.2818
H 1.7403 0.9453 -2.6612
H 3.3826 0.8202 -3.4062
H 2.7516 2.4154 -2.7464
H 2.6478 1.2567 -0.6242
C -3.9058 0.9408 1.3802
O -3.1310 -0.1980 1.8745
H -3.1427 1.7005 1.1210
H -4.6574 1.2772 2.1206
H -4.4847 0.7885 0.5020
H -3.7532 -0.6006 2.4823
*
```

Mulliken atomic charge list, values in e, 5 entries: -0.886, 0.991, -1.207, -0.533, 0.374

2.
Here is a structure of composition C2H2OZn from OMol25. Energies are from ωB97M-V with the def2-TZVPD basis set.

Computed properties:
E   -52567.803 eV

Structure (ORCA input):
```
! RIJCOSX wB97M-V def2-TZVPD def2/J DEFGRID3
* xyz -1 2
C -1.6284 0.6791 -0.0639
C -1.5421 -0.6092 -0.0265
H -2.4129 1.4468 -0.1060
H -2.2141 -1.4780 -0.0040
O 2.0805 -0.1682 -0.1224
Zn 0.4006 0.1781 0.1520
*
```

Mulliken atomic charge list, values in e, 5 entries: -0.346, -0.450, 0.324, 0.321, -0.790

3.
Here is a structure of composition C34H32N4O5Sn at a distorted geometry from OMol25. Energies are from ωB97M-V with the def2-TZVPD basis set.

Computed properties:
E   -57793.151 eV

Structure (ORCA input):
```
! RIJCOSX wB97M-V def2-TZVPD def2/J DEFGRID3
* xyz 2 1
Sn -0.2674 -1.2941 0.6523
C -5.0799 -6.8438 1.1636
O -4.7551 -6.4675 2.5063
C -3.9839 -5.4085 2.6981
C -3.7303 -5.0958 4.0665
C -2.9289 -4.0117 4.4247
C -2.3445 -3.1956 3.4862
C -1.4521 -2.0837 3.9070
C -1.4055 -1.6863 5.3549
O -0.7622 -1.4556 3.1101
C -2.6215 -3.4867 2.0637
O -2.1804 -2.7662 1.1486
C -3.4382 -4.6221 1.7247
H -5.7092 -7.7210 1.2461
H -4.1780 -7.0879 0.6011
H -5.6253 -6.0442 0.6607
H -4.1685 -5.7336 4.8239
H -2.7558 -3.8351 5.4765
H -1.2726 -2.5397 6.0181
H -2.3427 -1.1909 5.6249
H -0.5829 -0.9938 5.5011
H -3.6107 -4.7962 0.6726
N -1.5598 1.2125 -2.0996
C -0.8803 0.1326 -2.6475
C -0.9007 -0.0021 -4.0417
C -0.2778 -1.0831 -4.6175
C 0.3926 -1.9976 -3.8050
C 0.3906 -1.7656 -2.4535
N -0.2387 -0.7259 -1.8691
C -1.8919 1.5570 -0.7990
C -2.8275 2.5910 -0.6441
C -3.2158 2.9711 0.6148
C -2.6424 2.3438 1.7214
C -1.7152 1.3656 1.4867
N -1.3347 0.9565 0.2524
H -2.0409 1.7664 -2.7867
H -1.4164 0.7300 -4.6518
H -0.3122 -1.2240 -5.6904
H 0.8925 -2.8625 -4.2157
H 0.9232 -2.4319 -1.7829
H -3.2476 3.0711 -1.5203
H -3.9633 3.7428 0.7456
H -2.9197 2.6092 2.7319
H -1.2346 0.8606 2.3168
C 2.1508 2.2147 -4.7206
C 3.3020 2.2357 -3.7461
C 4.6042 2.0731 -4.2454
C 5.7334 2.1158 -3.4194
C 5.5664 2.2877 -2.0829
C 4.2534 2.4124 -1.5315
N 4.2152 2.4740 -0.2026
C 3.1311 2.6544 0.7211
C 2.8174 3.9447 1.1199
C 1.8496 4.1503 2.0902
C 1.2019 3.0672 2.6634
C 1.5091 1.7782 2.2440
C 2.4753 1.5567 1.2758
C 2.7996 0.1478 0.7790
O 3.9128 -0.0610 0.3278
O 1.8386 -0.7131 0.8557
C 3.0961 2.4090 -2.3858
C 1.7061 2.5852 -1.8351
H 2.5137 2.0674 -5.7356
H 1.5993 3.1560 -4.6980
H 1.4523 1.4065 -4.4919
H 4.7389 1.9126 -5.3085
H 6.7233 2.0097 -3.8414
H 6.4215 2.3202 -1.4170
H 5.1161 2.3501 0.2434
H 3.3411 4.7864 0.6792
H 1.6218 5.1585 2.4114
H 0.4662 3.2280 3.4425
H 1.0280 0.9204 2.6989
H 1.6149 3.5280 -1.2940
H 1.4468 1.7826 -1.1402
H 0.9695 2.5833 -2.6326
*
```

Mulliken atomic charge list, values in e, 5 entries: 1.577, -0.827, -0.417, 0.854, -0.917

4.
Here is the ion C5H14N2O with charge +1 at a distorted geometry from OMol25. Energies are from ωB97M-V with the def2-TZVPD basis set.

Computed properties:
E   -10430.361 eV

Structure (ORCA input):
```
! RIJCOSX wB97M-V def2-TZVPD def2/J DEFGRID3
* xyz 1 2
C 0.8649 -0.4257 0.5184
N 0.3836 -0.8094 1.8510
C 1.2114 -0.6394 2.9881
C -0.2782 -0.0124 -0.4674
C -0.9582 -1.3233 -0.9826
N 0.3237 0.8491 -1.4622
C -0.4329 2.0605 -1.7180
O -1.5920 1.7709 -2.4866
H 1.5347 -1.1963 0.0732
H 1.5115 0.4540 0.6522
H -0.1666 -1.6651 1.7774
H 1.9588 0.1716 2.8620
H 1.7857 -1.5346 3.3111
H 0.6000 -0.1636 3.7499
H -1.0181 0.4960 0.1809
H -2.0413 -1.3243 -0.9069
H -0.6421 -1.4723 -2.0145
H -0.5871 -2.1775 -0.3972
H 0.3674 0.3157 -2.3332
H 0.1254 2.7195 -2.3875
H -0.6971 2.6404 -0.8245
H -2.2535 1.2662 -1.9836
*
```

Mulliken atomic charge list, values in e, 5 entries: -1.021, 0.092, -0.786, 0.291, -1.244

5.
Here is the ion C6H10N3O2 with charge +1 at a distorted geometry from OMol25. Energies are from ωB97M-V with the def2-TZVPD basis set.

Computed properties:
SMILES   OC1=[N+](N2C=CCO2)CCN1
E   -14938.608 eV

Structure (ORCA input):
```
! RIJCOSX wB97M-V def2-TZVPD def2/J DEFGRID3
* xyz 1 1
O -2.5217 1.0599 -0.7323
C -1.5436 0.3934 -1.1844
N -0.5577 0.0281 -0.3682
N -0.6506 0.6548 0.8098
C -0.7785 -0.0866 1.9000
C 0.0994 0.2179 2.8850
C 0.9616 1.3709 2.2479
O 0.3443 1.6632 1.0566
C 0.4276 -0.8175 -1.1282
C -0.0359 -0.5076 -2.5748
N -1.4400 0.0367 -2.4259
H -2.3165 1.0124 0.2606
H -1.4637 -0.9902 1.8965
H 0.3248 0.0224 3.8927
H 1.0209 2.3407 2.7092
H 1.9394 1.0252 2.1322
H 0.4470 -1.8640 -0.9005
H 1.4859 -0.4566 -0.7847
H 0.7015 0.2140 -3.1227
H -0.0204 -1.5372 -3.1602
H -1.9745 0.3892 -3.1281
*
```

Mulliken atomic charge list, values in e, 5 entries: -0.459, 0.303, 0.296, -0.003, -0.506

6.
Here is a structure of composition CHIOS2 at a distorted geometry from OMol25. Energies are from ωB97M-V with the def2-TZVPD basis set.

Computed properties:
E   -32869.530 eV

Structure (ORCA input):
```
! RIJCOSX wB97M-V def2-TZVPD def2/J DEFGRID3
* xyz 0 1
C 0.3649 0.1414 -0.0624
O -0.8009 -0.0787 -0.6620
S 1.5457 -0.9171 -0.7879
S 0.7408 -1.1268 1.1066
I -2.4067 0.7258 0.0993
H 0.5562 1.2553 0.3063
*
```

Mulliken atomic charge list, values in e, 5 entries: 0.109, -0.432, -0.146, -0.142, 0.260

Number 4 is which compound? C5H14N2O

Number 6 is which compound? CHIOS2